Below is a molecular structure, C24H30BLiO18, with properties calculated with ωB97M-V with the def2-TZVPD basis set.

The geometry in XYZ format:
```
74
C24H30BLiO18 | OMol25 | ωB97M-V with the def2-TZVPD basis set
Li -0.17 1.22 -0.33
O 2.00 -6.22 3.00
C 1.18 -5.44 2.62
O 1.41 -4.37 1.85
B 0.14 -3.89 1.34
O -0.90 -4.48 2.21
C -0.34 -5.43 2.95
O -0.88 -6.13 3.75
O -0.10 -4.27 -0.08
C -0.48 -3.23 -0.78
O -0.85 -3.22 -1.92
C -0.34 -1.99 0.14
O 0.06 -2.41 1.33
O -0.56 -0.85 -0.15
O 0.07 3.31 -0.41
C 0.34 4.16 0.38
O -0.19 5.40 0.31
C 0.21 6.20 1.42
C 0.73 5.21 2.48
C 1.20 4.03 1.62
H -0.64 6.78 1.76
H 1.02 6.87 1.13
H -0.06 4.90 3.17
H 1.52 5.65 3.09
H 1.01 3.07 2.07
H 2.25 4.12 1.35
O 0.56 0.51 -2.42
C 0.68 -0.24 -3.34
O 1.89 -0.68 -3.75
C 1.79 -1.47 -4.95
C 0.32 -1.87 -5.07
C -0.42 -0.88 -4.15
H 2.43 -2.33 -4.84
H 2.12 -0.84 -5.78
H 0.16 -2.88 -4.69
H -0.09 -1.85 -6.08
H -1.02 -1.45 -3.44
H -1.07 -0.16 -4.63
O -2.24 1.13 -1.59
C -3.30 1.19 -2.12
O -4.12 2.27 -1.97
C -5.31 2.14 -2.77
C -5.39 0.65 -3.10
C -3.93 0.24 -3.11
H -5.23 2.78 -3.64
H -6.15 2.44 -2.15
H -5.92 0.37 -4.01
H -5.90 0.15 -2.28
H -3.45 0.52 -4.06
H -3.78 -0.82 -2.95
O 1.70 1.17 0.01
C 2.66 0.57 0.38
O 3.22 0.77 1.60
C 4.42 -0.02 1.72
C 4.19 -1.21 0.76
C 3.43 -0.51 -0.37
H 4.54 -0.31 2.76
H 5.29 0.56 1.41
H 3.61 -1.95 1.30
H 5.16 -1.63 0.52
H 2.68 -1.15 -0.83
H 4.10 -0.07 -1.10
O -0.76 1.19 1.60
C -0.70 0.49 2.58
O -1.74 -0.27 2.93
C -1.44 -1.07 4.10
C 0.07 -0.94 4.32
C 0.43 0.35 3.58
H -1.81 -2.08 3.94
H -1.99 -0.60 4.92
H 0.60 -1.79 3.89
H 0.30 -0.92 5.38
H 1.34 0.30 2.99
H 0.43 1.23 4.22
```

Summary:
Net charge   0
ΔE to the lowest compared entry with this formula, charge and spin   0.0 kcal per mole
Gap between HOMO and LUMO   9.69 eV
E_HOMO   -9.4 eV
DFT total energy   -63120.98127 eV

Below is a molecular structure, C24H30BrCl2N4O2OsS, with properties calculated with ωB97M-V with the def2-TZVPD basis set.

The geometry in XYZ format:
```
65
C24H30BrCl2N4O2OsS | OMol25 | ωB97M-V with the def2-TZVPD basis set
Os -0.30 0.94 -0.88
Br 1.00 1.75 6.67
C 1.00 1.16 4.90
C 1.63 -0.02 4.54
C 1.61 -0.45 3.22
C 0.98 0.29 2.25
O 0.92 -0.19 0.91
C 0.36 1.51 2.57
C -0.27 2.50 1.71
N -0.43 2.49 0.43
C -0.99 3.65 -0.20
C -0.83 4.95 0.22
C -1.49 5.99 -0.47
C -2.30 5.72 -1.54
C -2.45 4.39 -2.02
C -3.26 4.03 -3.11
C -3.34 2.71 -3.48
C -2.55 1.76 -2.81
N -1.76 2.06 -1.79
C -1.74 3.37 -1.36
C 0.38 1.91 3.92
H 2.14 -0.61 5.29
H 2.13 -1.37 2.99
H -0.62 3.38 2.24
H -0.20 5.19 1.06
H -1.36 7.00 -0.13
H -2.82 6.52 -2.04
H -3.83 4.79 -3.64
H -3.97 2.39 -4.29
H -2.58 0.73 -3.12
H -0.09 2.84 4.19
C 2.05 -5.22 1.34
N 2.38 -3.79 1.27
C 3.82 -3.49 1.17
C 1.44 -2.87 1.13
S 2.01 -1.35 0.40
N 0.19 -3.04 1.53
C -0.15 -3.83 2.73
C -0.95 -2.39 0.89
H 2.71 -5.74 0.64
H 1.02 -5.39 1.04
H 2.22 -5.61 2.34
H 4.35 -4.31 1.65
H 4.06 -2.57 1.70
H 4.14 -3.43 0.13
H 0.76 -4.07 3.29
H -0.67 -4.75 2.46
H -0.80 -3.22 3.36
H -0.66 -2.05 -0.10
H -1.32 -1.56 1.50
H -1.74 -3.13 0.79
Cl 1.91 0.34 -4.25
C 1.35 1.93 -3.78
Cl 1.32 2.15 -1.97
H 0.35 2.12 -4.14
H 2.06 2.69 -4.11
C -0.66 -2.93 -3.33
C -1.24 -1.65 -2.80
O -0.17 -0.83 -2.20
H -1.47 -3.58 -3.67
H -0.11 -3.47 -2.56
H -0.01 -2.76 -4.19
H -1.96 -1.81 -2.01
H -1.71 -1.07 -3.60
H 0.51 -0.73 -2.88
```

Summary:
Net charge   +3
ΔE to the lowest compared entry with this formula, charge and spin   54.5 kcal per mole
Gap between HOMO and LUMO   7.13 eV
E_HOMO   -16.3 eV
DFT total energy   -143793.05874 eV

Below is 6 unconnected molecules or ions with the total composition C24H30F18O12, with properties calculated with ωB97M-V with the def2-TZVPD basis set.

The geometry in XYZ format:
```
84
C24H30F18O12 | OMol25 | ωB97M-V with the def2-TZVPD basis set
C -2.34 -0.60 -0.48
C -1.48 0.51 -1.22
O -0.07 0.48 -0.94
C 0.76 1.49 -1.31
O 0.41 2.53 -1.81
C 2.25 1.17 -0.98
F 2.52 1.67 0.16
F 2.50 -0.13 -0.95
F 3.03 1.84 -1.85
H -3.43 -0.50 -0.57
H -1.97 -0.71 0.54
H -2.14 -1.59 -0.91
H -1.82 1.50 -0.92
H -1.56 0.29 -2.29
C -4.49 -4.36 9.20
C -3.27 -5.11 8.73
O -3.63 -6.01 7.67
C -3.44 -5.63 6.33
O -3.03 -4.48 5.95
C -3.87 -6.66 5.31
F -4.40 -7.76 5.86
F -4.75 -6.10 4.54
F -2.86 -6.95 4.59
H -4.33 -3.63 9.99
H -5.23 -5.09 9.51
H -4.93 -3.72 8.43
H -2.80 -5.68 9.54
H -2.45 -4.51 8.34
C -2.43 8.15 -5.96
C -3.19 7.12 -6.83
O -4.27 7.75 -7.52
C -4.13 8.39 -8.71
O -3.12 8.49 -9.35
C -5.53 8.67 -9.33
F -6.44 7.74 -8.99
F -5.99 9.92 -8.93
F -5.34 8.68 -10.69
H -1.72 7.68 -5.28
H -3.15 8.78 -5.44
H -1.99 8.74 -6.76
H -3.60 6.25 -6.32
H -2.56 6.61 -7.57
C -0.41 2.94 5.72
C 1.02 3.40 5.38
O 1.80 2.24 5.13
C 2.70 1.77 6.06
O 2.99 2.36 7.12
C 3.26 0.34 5.74
F 3.12 0.10 4.42
F 4.59 0.45 5.93
F 2.75 -0.56 6.49
H -0.37 2.18 6.50
H -0.85 2.44 4.86
H -1.01 3.76 6.12
H 1.52 4.03 6.11
H 0.98 4.11 4.55
C -4.71 -6.70 -9.80
C -4.12 -6.29 -8.42
O -5.19 -5.85 -7.67
C -4.98 -5.40 -6.40
O -3.89 -5.01 -5.95
C -6.37 -5.32 -5.63
F -7.46 -5.23 -6.42
F -6.48 -6.40 -4.82
F -6.37 -4.20 -4.87
H -3.94 -6.71 -10.57
H -5.58 -6.08 -10.03
H -5.11 -7.70 -9.72
H -3.51 -5.40 -8.59
H -3.60 -7.18 -8.06
C 10.11 1.57 1.48
C 10.81 1.80 2.84
O 11.42 0.52 3.14
C 12.06 0.22 4.31
O 12.11 1.09 5.24
C 12.72 -1.19 4.29
F 14.05 -1.07 4.28
F 12.55 -1.79 5.48
F 12.39 -1.97 3.24
H 10.65 1.74 0.55
H 9.45 2.43 1.36
H 9.49 0.67 1.41
H 10.14 2.09 3.65
H 11.59 2.57 2.79
```

Summary:
Net charge   0
ΔE to the lowest compared entry with this formula, charge and spin   102.7 kcal per mole
Gap between HOMO and LUMO   11.54 eV
SMILES string   CCOC(=O)C(F)(F)F.CCOC(=O)C(F)(F)F.CCOC(=O)C(F)(F)F.CCOC(=O)C(F)(F)F.CCOC(=O)C(F)(F)F.CCOC(=O)C(F)(F)F
E_HOMO   -11.2 eV
DFT total energy   -98857.28748 eV

Below is a molecular structure, C24H30F3N3OPRe, with properties calculated with ωB97M-V with the def2-TZVPD basis set.

The geometry in XYZ format:
```
63
C24H30F3N3OPRe | OMol25 | ωB97M-V with the def2-TZVPD basis set
Re 0.03 0.16 -0.01
C -1.65 -1.51 5.13
C -1.66 -1.97 3.81
C -1.17 -1.16 2.81
C -0.66 0.12 3.12
C -0.67 0.57 4.45
C -1.17 -0.24 5.44
N -0.13 0.88 2.09
N 0.33 2.01 2.33
C 0.89 2.67 1.27
C 1.47 3.91 1.45
C 2.08 4.54 0.38
C 2.13 3.88 -0.85
C 1.54 2.64 -0.98
N 0.91 2.04 0.04
H -2.02 -2.16 5.91
H -2.05 -2.95 3.58
H -1.19 -1.50 1.77
H -0.28 1.56 4.66
H -1.18 0.10 6.47
H 1.43 4.35 2.44
H 2.53 5.51 0.50
H 2.63 4.32 -1.71
H 1.59 2.13 -1.93
F 1.28 -0.11 -2.60
C 0.06 0.15 -2.11
F -0.36 1.28 -2.72
F -0.76 -0.86 -2.52
C 0.53 -3.04 -0.44
C 1.86 -2.30 -0.45
O 1.79 -1.17 0.46
C 2.16 -1.47 1.86
C 3.06 -0.39 2.42
H 0.43 -3.64 -1.34
H -0.31 -2.31 -0.43
H 0.43 -3.70 0.42
H 2.10 -1.91 -1.43
H 2.68 -2.95 -0.14
H 2.68 -2.43 1.87
H 1.25 -1.58 2.45
H 3.94 -0.26 1.80
H 3.38 -0.70 3.42
H 2.55 0.57 2.52
C -2.92 1.64 -1.66
P -2.42 0.57 -0.29
C -3.31 -0.98 -0.53
C -3.03 1.36 1.21
C -3.83 0.68 2.13
C -4.30 1.35 3.25
C -3.97 2.68 3.46
C -3.19 3.37 2.54
C -2.71 2.71 1.42
H -2.31 2.54 -1.74
H -3.96 1.92 -1.47
H -2.86 1.10 -2.60
H -4.37 -0.73 -0.58
H -3.15 -1.69 0.28
H -3.02 -1.44 -1.47
H -4.11 -0.35 1.98
H -4.94 0.83 3.96
H -4.32 3.19 4.35
H -2.96 4.41 2.69
H -2.11 3.24 0.69
```

Summary:
Net charge   +3
ΔE to the lowest compared entry with this formula, charge and spin   23.0 kcal per mole
Gap between HOMO and LUMO (spin up / spin down)   4.80 / 5.16 eV
E_HOMO (spin up / spin down)   -17.8 / -17.8 eV
DFT total energy   -51433.94717 eV
Spin multiplicity   2

Below is 2 unconnected molecules or ions with the total composition C24H30FN3O5S, with properties calculated with ωB97M-V with the def2-TZVPD basis set.

The geometry in XYZ format:
```
64
C24H30FN3O5S | OMol25 | ωB97M-V with the def2-TZVPD basis set
C -3.70 -4.88 0.77
H -2.91 -4.47 1.42
O -4.82 -4.11 0.64
C -4.93 -2.92 0.32
C -6.21 -2.43 0.16
C -6.41 -1.00 0.05
C -5.31 -0.28 -0.13
C -4.01 -0.77 -0.38
C -3.91 -2.10 -0.04
H -2.82 -2.58 0.04
S -2.57 0.35 -0.64
O -2.73 0.78 -2.09
O -1.37 -0.90 -0.50
N -2.56 1.47 0.50
C -1.79 1.18 1.52
C -0.49 1.88 1.66
H -0.42 2.71 2.09
H 0.32 1.25 2.09
C 0.00 2.25 -0.02
C 1.28 2.73 0.03
O 1.51 3.87 -0.17
N 2.19 1.86 -0.05
C 2.21 0.44 -0.06
H 1.12 0.03 0.13
C 3.02 0.02 0.86
N 4.48 0.30 1.03
C 5.38 -0.69 0.43
C 6.76 -0.01 0.54
C 7.64 -0.99 0.15
C 7.41 -2.15 -0.57
C 6.06 -2.37 -0.85
C 5.03 -1.71 -0.39
H 4.07 -1.95 -0.39
H 5.78 -3.51 -1.35
F 8.32 -2.95 -1.17
H 8.80 -0.49 0.19
H 7.03 0.71 0.96
C 4.47 1.74 1.21
H 5.48 2.10 0.88
C 3.56 2.35 -0.18
H 3.75 3.23 -0.15
H 4.00 1.90 -0.95
H 3.94 2.11 1.88
H 2.92 -1.37 1.24
H 2.48 0.36 1.93
H 2.81 -0.16 -1.04
H -0.13 1.10 -0.46
C -0.99 2.99 -0.47
C -2.51 2.82 -0.17
H -3.36 2.82 -0.86
H -2.89 3.44 0.67
H -0.85 4.19 -0.21
H -0.87 3.20 -1.70
H -1.57 0.03 1.85
H -2.22 1.49 2.63
O -5.18 1.26 -0.40
C -6.48 1.78 -0.77
H -7.18 1.40 -1.41
H -6.95 1.95 0.28
H -6.06 2.84 -0.70
H -7.27 -0.54 -0.10
H -7.06 -2.85 0.64
H -3.22 -4.85 -0.37
H -4.13 -5.94 1.05
```

Summary:
Net charge   0
ΔE to the lowest compared entry with this formula, charge and spin   565.2 kcal per mole
Gap between HOMO and LUMO   7.80 eV
E_HOMO   -7.6 eV
DFT total energy   -53611.82734 eV

Below is 6 unconnected molecules or ions with the total composition C24H30N6, with properties calculated with ωB97M-V with the def2-TZVPD basis set.

The geometry in XYZ format:
```
60
C24H30N6 | OMol25 | ωB97M-V with the def2-TZVPD basis set
N -0.05 -0.45 -0.17
C -1.06 -1.17 0.45
C -1.03 -0.93 1.84
C 0.13 -0.20 2.09
C 0.70 0.07 0.84
H 0.21 -0.24 -1.13
H -1.87 -1.69 -0.03
H -1.65 -1.35 2.62
H 0.47 0.13 3.07
H 1.54 0.58 0.41
N -4.59 -8.56 -2.69
C -3.39 -8.18 -3.28
C -2.77 -7.52 -2.25
C -3.36 -7.79 -1.04
C -4.48 -8.47 -1.32
H -5.40 -8.90 -3.20
H -3.17 -8.45 -4.30
H -1.82 -7.01 -2.38
H -3.19 -7.40 -0.05
H -5.31 -8.75 -0.69
N 2.67 0.06 -9.09
C 3.94 0.62 -8.83
C 3.79 1.39 -7.75
C 2.49 1.67 -7.47
C 1.77 0.74 -8.35
H 2.61 -0.66 -9.80
H 4.82 0.22 -9.32
H 4.54 1.84 -7.11
H 2.10 2.40 -6.78
H 0.74 0.50 -8.59
N -7.13 3.95 -3.77
C -7.81 2.82 -3.48
C -6.96 2.01 -2.70
C -5.82 2.77 -2.47
C -5.88 3.95 -3.20
H -7.55 4.55 -4.47
H -8.82 2.64 -3.82
H -7.21 1.00 -2.40
H -5.01 2.67 -1.77
H -5.22 4.80 -3.20
N 7.54 -0.35 3.20
C 8.38 0.02 2.16
C 9.67 -0.03 2.68
C 9.47 -0.32 4.03
C 8.19 -0.46 4.39
H 6.54 -0.38 3.04
H 8.02 0.29 1.18
H 10.59 0.12 2.13
H 10.28 -0.34 4.74
H 7.61 -0.70 5.27
N -1.41 4.28 10.09
C -0.66 3.75 9.04
C -0.17 4.73 8.26
C -0.54 5.96 8.88
C -1.29 5.66 10.01
H -1.74 3.62 10.78
H -0.70 2.67 9.12
H 0.42 4.62 7.37
H -0.40 6.95 8.48
H -1.78 6.27 10.76
```

Summary:
Net charge   0
ΔE to the lowest compared entry with this formula, charge and spin   79.7 kcal per mole
Gap between HOMO and LUMO   8.76 eV
SMILES string   c1cc[nH]c1.c1cc[nH]c1.c1cc[nH]c1.c1cc[nH]c1.c1cc[nH]c1.c1cc[nH]c1
E_HOMO   -8.0 eV
DFT total energy   -34310.38407 eV